# C2H6NO

A 2-piece molecular cluster, C2H6NO overall in a non-equilibrium geometry (the ωB97M-V functional and the def2-TZVPD basis, OMol25).

Maximum force (eV/A): 2.438
Lowest unoccupied orbital energy (eV): 5.0
Energy above the lowest of the compared OMol25 structures with the same formula, charge and spin (kJ/mol): 117.86
E_HOMO (Ha): -0.0369

The geometry in ORCA input format:
```
! RIJCOSX wB97M-V def2-TZVPD def2/J DEFGRID3
* xyz -1 1
O 1.52350 -1.76562 -0.11710
H 2.01693 -0.95084 -0.18063
C 0.19050 0.92253 0.87665
C -1.32025 0.25459 -0.77911
N -0.07972 0.42181 -0.35168
H 1.22430 1.17332 1.04786
H -0.57688 1.19056 1.57363
H 0.59248 -1.50958 -0.01293
H -1.33101 -0.45298 -1.62283
H -2.23985 0.71620 -0.43387
*
```

So, what does the Löwdin scheme give us? The charges, in e, come out as: atom 1 (O): -0.123, atom 2 (H): -0.001, atom 3 (C): -0.255, atom 4 (C): -0.273, atom 5 (N): -0.274, atom 6 (H): -0.029, atom 7 (H): -0.019, atom 8 (H): -0.004, atom 9 (H): -0.011, atom 10 (H): -0.012